[1]
DFT (ωB97M-V/def2-TZVPD) results for a molecular structure, C36H71Br2N4OScSi.

Each line ends with the Mulliken charge.
Cartesian coordinates (Å):
H  -4.34059  -1.42236  -1.94502  0.252
H  2.74216  1.80887  2.86270  0.552
H  -0.66225  2.96955  -5.56230  0.632
H  3.73183  -0.15497  2.04871  0.601
C  -4.59836  1.93989  -3.15022  2.829
N  0.00346  2.70971  -0.11965  0.417
H  -0.45222  0.79631  -6.40133  0.842
N  2.22116  0.94291  1.01311  0.737
C  -0.61447  -1.48303  2.81223  -0.730
C  -1.13465  0.34624  -5.67384  -2.158
H  -0.53177  2.29185  -3.94199  0.080
C  2.00739  -0.45804  -3.61606  -0.427
Sc  0.12291  0.40069  0.10824  -1.045
C  -4.49754  -1.22420  -5.40838  -1.871
H  -4.90339  4.02160  -2.70589  0.630
C  -2.11007  1.43028  -5.18634  2.984
H  -1.82977  -1.81390  -4.72364  -0.316
C  1.98848  -2.94024  -7.09233  -2.068
H  2.02439  4.13876  2.21035  0.439
C  -0.31461  -3.54328  -6.37491  -1.406
H  -1.63959  -0.47816  -6.17581  0.073
C  1.73974  -0.79474  2.61946  -0.933
H  -1.30212  -2.12857  2.25983  0.361
H  -5.84209  2.29490  -1.43451  0.632
H  -2.14997  -2.05284  -3.00296  -0.005
N  0.48850  -1.10666  1.89237  0.266
C  -1.32603  3.20598  0.33917  0.657
H  -4.21657  1.77897  -1.00307  0.080
H  1.65066  -1.95896  -7.43289  0.378
H  2.50769  -1.09427  -5.58075  0.556
C  -3.79960  -1.07366  -4.04123  3.406
H  -3.92331  3.78355  -4.14203  0.350
Br  -1.72993  0.64638  -1.99726  0.982
H  -1.81298  3.44903  -4.32789  0.356
H  -3.21669  3.53125  -2.54064  0.096
C  2.84850  0.81462  -3.79913  2.076
H  1.53315  -0.01966  3.36000  0.356
H  -0.40249  -4.19920  -7.24207  0.581
H  -2.29438  2.20331  -7.18950  0.533
H  1.05696  -5.30065  -4.74339  0.308
C  -2.96532  1.90533  -6.37935  -1.730
H  -4.88420  -2.24380  -5.48795  0.548
H  1.59760  -5.52069  -6.40334  0.461
H  -3.12752  0.89637  2.98025  0.402
C  -4.11918  3.39785  -3.14354  -1.842
C  4.33278  0.42300  -3.73724  -1.937
C  1.23305  -2.53741  -4.70686  -0.176
H  4.58244  -0.30232  -4.51182  0.356
H  -5.60584  2.07090  -5.10909  0.351
C  -5.83828  1.85494  -4.06528  -1.767
C  1.58510  3.24633  1.76312  -0.478
H  4.58187  -0.02179  -2.77097  0.309
H  1.53464  2.16061  -2.68597  0.055
C  0.59200  -2.01775  -2.47580  0.314
H  -5.39941  0.59936  -1.58490  0.280
H  -0.20348  -2.08673  3.62515  0.394
H  -3.03778  -0.58237  2.04475  0.456
Br  -0.36680  -2.50013  -0.89367  -0.041
C  2.59576  1.90070  -2.74801  -2.057
C  -2.60651  -2.03883  -3.99359  -1.667
H  1.49453  1.72339  -5.25157  0.251
H  3.57943  2.48405  1.48368  0.301
C  -1.85171  2.45248  1.54697  -1.050
H  -0.69129  -2.55697  -6.65707  0.153
C  1.15077  -3.45724  -5.92358  1.734
H  -0.95915  -3.94495  -5.59020  0.295
Si  -3.27263  0.74529  -3.84041  -2.876
H  -5.72335  -0.99598  -2.96633  0.438
H  0.83312  4.61004  0.26562  0.629
C  0.53251  -2.87049  -3.54854  -0.458
H  -5.34464  -0.54827  -5.53525  0.311
H  2.10264  -1.67331  3.15805  0.478
H  -1.87333  -0.60564  4.28821  0.494
H  -0.05422  -3.77736  -3.48939  0.527
H  3.14824  2.79728  -3.03312  0.637
H  -4.99436  -2.58584  -3.09160  0.570
C  2.55109  1.46206  -5.16272  -1.779
H  2.95018  1.59727  -1.76353  0.219
H  2.65125  1.04508  0.09755  -0.246
H  -0.52327  -0.06034  -4.86212  0.161
H  -0.68622  0.50560  3.66961  0.166
H  -3.57659  2.77381  -6.13431  0.367
H  -3.61891  1.12746  -6.77328  0.326
H  2.85888  -1.04597  0.80419  0.167
H  -3.81203  -1.07558  -6.24112  0.332
H  1.95939  3.42073  -0.35845  0.216
H  -0.00084  2.78289  -1.13626  0.012
H  3.13823  2.37570  -5.26468  0.527
O  1.25133  -0.06894  -1.33784  0.957
H  2.81252  0.82157  -6.00188  0.417
H  4.96228  1.30276  -3.88356  0.492
H  -2.02760  3.06822  -0.48408  -0.973
C  -1.37536  -0.29150  3.36951  -0.642
H  -1.23944  2.61059  2.43387  0.409
H  1.89698  -3.62758  -7.93332  0.436
H  0.69801  -1.93879  1.34382  0.143
C  1.13448  3.56354  0.34371  -0.804
N  -1.89577  0.99799  1.26885  0.415
C  1.30744  -0.81423  -2.46030  0.508
H  -6.32784  0.88459  -4.01959  0.323
H  3.04791  -2.87591  -6.83656  0.424
C  2.74708  -0.30844  1.60277  -0.570
C  -2.44182  0.24697  2.43054  -0.777
H  -2.97293  -3.04884  -4.20016  0.770
C  -5.03210  1.61509  -1.71284  -1.513
C  2.60611  2.12640  1.82932  -0.916
C  1.65371  -4.85543  -5.54093  -1.718
H  -1.27967  4.27590  0.55056  0.538
H  -2.85246  2.82379  1.78750  0.551
C  1.95534  -1.35490  -4.69207  -0.769
H  2.69198  -4.81865  -5.20698  0.407
H  -6.56734  2.60067  -3.73736  0.581
C  -1.24337  2.60661  -4.70957  -1.784
H  -2.55289  0.87345  0.49971  -0.130
H  0.72243  2.99834  2.38360  0.103
C  -4.77343  -1.52557  -2.94284  -2.092

Forces on atoms 1 to 3 (eV/Å):
H 0.0 0.0 0.0
H 0.0 0.0 0.0
H 0.0 0.0 0.0

- Net charge: +2
- DFT total energy: -215150.227 eV

***

[2]
DFT (ωB97M-V/def2-TZVPD) results for a single C4H7N3O2 molecule in a non-equilibrium geometry.

Each line ends with the Mulliken charge.
Cartesian coordinates (Å):
H  0.37427  -2.63045  0.55832  0.415
H  -2.11808  2.93186  -0.24285  0.304
C  -1.34190  2.27929  0.06919  -1.121
C  0.18514  -1.62599  0.52495  -0.503
O  2.57993  0.33937  -1.21083  -0.516
C  -1.26492  -1.22767  0.05860  -0.406
N  1.60967  -0.02386  -0.22118  1.144
N  -1.07492  -0.10495  -0.77057  -0.426
H  -1.63522  -1.92754  -0.74460  0.273
H  0.35342  -1.01629  1.41295  0.353
H  -0.40100  2.67794  0.52561  0.241
O  1.49354  0.69792  0.69877  -0.639
C  -1.25943  1.04545  -0.34203  0.805
H  -1.93920  -1.13830  0.90341  0.352
N  1.17011  -1.16484  -0.42092  -0.637
H  3.26860  0.88807  -0.79882  0.362

Forces on atoms 1 to 3 (eV/Å):
H 0.0 -2.6 0.8
H -0.7 0.3 0.1
C 1.7 0.2 0.2

- Net charge: 0
- DFT total energy: -12820.676 eV
- SMILES: C=C=NCC/N=[N+](\[O-])O

***

[3]
DFT (ωB97M-V/def2-TZVPD) results for a molecular structure, C21H17Cl2N3O2SSeTeTi in a non-equilibrium geometry.

Each line ends with the Mulliken spin population.
Cartesian coordinates (Å):
C  1.42346  3.44878  1.65569  0.000
C  0.37675  -3.53535  -0.45802  0.002
C  -2.87403  1.78983  0.94022  0.045
H  -6.20431  2.96521  2.06442  0.000
H  0.86119  1.00986  -4.09163  0.003
Cl  -0.29819  3.48647  2.03603  0.000
C  -4.20070  3.17429  -1.04974  -0.013
Te  1.00350  -0.50508  2.32135  0.001
O  -6.59847  3.73666  1.64034  0.001
C  -5.91409  4.03290  0.50720  -0.002
C  2.48855  -0.19171  -3.38465  -0.012
H  -2.35310  1.26503  1.72449  0.004
S  1.26483  -4.85225  -0.21275  0.006
C  -0.68527  0.97655  -1.85562  0.256
C  -0.52480  -3.91310  5.51468  0.000
H  3.93026  -1.45250  -2.35628  0.009
H  -2.01311  -2.47336  6.09460  0.000
C  -1.17331  -2.68447  5.44220  0.000
C  2.25281  -0.95368  -1.13784  -0.035
N  -0.23185  -2.54866  -0.67709  0.004
C  2.99435  -0.91683  -2.29405  0.143
C  0.55955  0.35094  -2.06285  0.105
C  -4.68544  3.23418  0.24652  0.041
C  -3.98995  2.54247  1.24069  -0.016
H  1.96541  3.14759  2.54209  0.000
C  1.28139  0.44028  -3.27169  0.096
C  0.52449  -4.18496  4.64866  0.000
H  -4.28631  2.60571  2.28306  0.000
C  0.30472  -1.99268  3.66481  0.001
H  2.59421  -1.49684  -0.26586  0.001
H  3.05319  -0.13033  -4.30741  0.001
H  -1.10680  1.55466  -2.66152  0.060
O  -6.33100  4.89476  -0.21756  0.008
N  -1.27406  0.89586  -0.64252  0.138
C  -0.75975  -1.72937  4.52389  0.000
H  -1.28575  -0.78615  4.45086  0.000
H  1.73742  -3.46053  3.03320  0.000
Se  -2.50214  -1.65890  1.29166  0.010
C  -3.08586  2.41422  -1.35745  0.045
Ti  -0.61936  -0.83387  0.22070  0.035
H  1.02312  -5.14641  4.68125  0.000
C  -2.41455  1.67922  -0.37268  -0.077
Cl  1.81988  2.29677  0.36670  0.001
H  -0.84510  -4.65786  6.23417  0.000
H  -2.75627  2.38698  -2.38493  0.002
H  -4.72091  3.72772  -1.82182  -0.001
H  1.70312  4.43711  1.31807  0.000
C  0.93735  -3.22802  3.72475  0.000
N  1.07590  -0.33177  -1.00178  0.140

Forces on atoms 1 to 3 (eV/Å):
C 0.1 -0.1 -0.1
C 0.1 0.1 -0.3
C -0.1 -0.1 0.1

- Net charge: -1
- DFT total energy: -162257.895 eV
- Multiplicity: 2
- ⟨S²⟩: 0.77

***

[4]
DFT (ωB97M-V/def2-TZVPD) results for 3 unconnected molecules or ions with the total composition C9H21N3O3.

Each line ends with the Mulliken charge.
Cartesian coordinates (Å):
H  -1.05812  -2.22475  0.47544  0.369
O  -1.32105  -0.25751  0.91995  -0.539
C  3.51597  -1.27262  2.69756  -1.013
H  -0.20195  0.22397  -2.52500  0.342
C  -2.63714  2.79172  0.76055  0.197
O  -1.97152  3.77966  0.99007  -0.619
H  0.60346  -2.97421  -0.84971  0.347
C  3.35948  -3.16833  1.14881  0.070
N  -0.09316  -0.99437  -0.84565  0.220
H  2.83864  -1.86282  3.31325  0.392
H  -5.14984  1.48391  -0.90603  0.313
H  0.26820  -2.30191  -2.46405  0.321
C  0.63739  -2.07381  -1.45771  -0.962
H  3.23756  -3.71465  2.10129  0.349
H  4.47408  -1.21071  3.22277  0.286
H  -3.53653  0.98393  -1.41496  0.278
H  3.11644  -0.26553  2.59796  0.347
C  -4.11359  1.40449  -0.57976  -0.810
N  3.65533  -1.86753  1.38048  0.144
N  -3.58895  2.69222  -0.19638  0.031
C  -3.86711  3.79983  -1.10401  -0.936
H  1.04216  0.71592  -1.36344  0.266
H  -4.03601  0.70789  0.25296  0.300
H  1.68590  -1.79538  -1.57615  0.280
H  -0.65761  1.01595  -1.02712  0.127
O  3.24677  -3.67788  0.05672  -0.559
H  -2.50810  1.85724  1.32858  0.308
H  2.95241  -0.46660  -0.01248  0.213
C  0.03574  0.29791  -1.45745  -0.811
H  -4.92722  4.04563  -1.02881  0.287
H  4.26112  -1.49622  -0.59099  0.359
C  -0.85483  -1.16161  0.25636  0.025
C  3.88896  -0.96009  0.27643  -0.982
H  4.59823  -0.19180  0.57812  0.412
H  -3.64983  3.49395  -2.13010  0.313
H  -3.24525  4.64414  -0.82749  0.336

Forces on atoms 1 to 3 (eV/Å):
H 0.2 0.0 0.1
O -0.3 0.0 0.0
C 0.3 -0.2 0.2

- Net charge: 0
- DFT total energy: -20286.401 eV
- SMILES: CN(C)C=O.CN(C)C=O.CN(C)C=O

***

Which of these has the lowest DFT total energy?
C36H71Br2N4OScSi

***

Among the records above, which one has the lowest DFT total energy?
C36H71Br2N4OScSi

***

What is the formula in the second record?
C4H7N3O2

***

What did the fourth record say?
DFT (ωB97M-V/def2-TZVPD) results for 3 unconnected molecules or ions with the total composition C9H21N3O3.

Each line ends with the Mulliken charge.
Cartesian coordinates (Å):
H  -1.05812  -2.22475  0.47544  0.369
O  -1.32105  -0.25751  0.91995  -0.539
C  3.51597  -1.27262  2.69756  -1.013
H  -0.20195  0.22397  -2.52500  0.342
C  -2.63714  2.79172  0.76055  0.197
O  -1.97152  3.77966  0.99007  -0.619
H  0.60346  -2.97421  -0.84971  0.347
C  3.35948  -3.16833  1.14881  0.070
N  -0.09316  -0.99437  -0.84565  0.220
H  2.83864  -1.86282  3.31325  0.392
H  -5.14984  1.48391  -0.90603  0.313
H  0.26820  -2.30191  -2.46405  0.321
C  0.63739  -2.07381  -1.45771  -0.962
H  3.23756  -3.71465  2.10129  0.349
H  4.47408  -1.21071  3.22277  0.286
H  -3.53653  0.98393  -1.41496  0.278
H  3.11644  -0.26553  2.59796  0.347
C  -4.11359  1.40449  -0.57976  -0.810
N  3.65533  -1.86753  1.38048  0.144
N  -3.58895  2.69222  -0.19638  0.031
C  -3.86711  3.79983  -1.10401  -0.936
H  1.04216  0.71592  -1.36344  0.266
H  -4.03601  0.70789  0.25296  0.300
H  1.68590  -1.79538  -1.57615  0.280
H  -0.65761  1.01595  -1.02712  0.127
O  3.24677  -3.67788  0.05672  -0.559
H  -2.50810  1.85724  1.32858  0.308
H  2.95241  -0.46660  -0.01248  0.213
C  0.03574  0.29791  -1.45745  -0.811
H  -4.92722  4.04563  -1.02881  0.287
H  4.26112  -1.49622  -0.59099  0.359
C  -0.85483  -1.16161  0.25636  0.025
C  3.88896  -0.96009  0.27643  -0.982
H  4.59823  -0.19180  0.57812  0.412
H  -3.64983  3.49395  -2.13010  0.313
H  -3.24525  4.64414  -0.82749  0.336

Forces on atoms 1 to 3 (eV/Å):
H 0.2 0.0 0.1
O -0.3 0.0 0.0
C 0.3 -0.2 0.2

- Net charge: 0
- DFT total energy: -20286.401 eV
- SMILES: CN(C)C=O.CN(C)C=O.CN(C)C=O